C47H40IrN11O8S2Se as an isolated structure. Source: OMol25; level of theory: the ωB97M-V functional and the def2-TZVPD basis.

Calculated values
Total charge: +1
HOMO level (spin up / spin down) in eV: -10.24 / -10.22
Expectation value of S²: 0.77
Energy relative to the best compared isomer or geometry (same formula, charge and spin) in kcal per mole: 8.1
Largest force on an atom in eV/Å: 0.61
Electronic energy in Eh: -6321.10424
HOMO-LUMO gap (spin up / spin down) in eV: 6.96 / 4.99
Multiplicity: 2

Last column: Löwdin charge in e.
Element x y z (Å)
Ir1 -0.013 -0.632 0.667  1.51
O1 -0.134 -3.859 0.889  -0.25
S1 -0.164 -3.461 2.259  0.67
O2 0.822 -3.987 3.156  -0.27
N1 0.058 -1.762 2.256  -0.20
C1 0.668 -1.183 3.372  -0.25
C2 0.669 -1.645 4.673  0.03
C3 1.377 -0.947 5.668  -0.03
C4 2.087 0.188 5.384  0.00
C5 2.077 0.709 4.069  -0.14
C6 2.722 1.906 3.683  0.03
C7 2.596 2.358 2.401  -0.01
C8 1.814 1.637 1.482  -0.08
N2 1.215 0.513 1.816  -0.07
C9 1.352 0.024 3.086  -0.19
C10 -1.756 -3.654 2.959  -0.28
C11 -2.844 -3.058 2.333  -0.03
C12 -4.098 -3.239 2.889  -0.04
C13 -4.250 -4.008 4.035  -0.05
C14 -3.152 -4.606 4.640  -0.06
C15 -1.886 -4.430 4.104  -0.06
H1 0.134 -2.541 4.942  0.11
H2 1.359 -1.333 6.678  0.12
H3 2.641 0.706 6.155  0.12
H4 3.299 2.457 4.415  0.13
H5 3.068 3.271 2.069  0.12
H6 1.677 2.014 0.474  0.01
H7 -2.717 -2.493 1.418  0.09
H8 -4.959 -2.787 2.415  0.12
H9 -5.236 -4.150 4.459  0.11
H10 -3.280 -5.213 5.525  0.11
H11 -1.016 -4.886 4.555  0.12
Se1 5.001 -0.372 -5.245  1.17
N3 3.317 0.160 -5.051  -0.20
C16 2.975 -0.109 -3.819  -0.34
C17 1.662 0.203 -3.268  -0.11
C18 0.657 0.806 -4.023  0.03
C19 -0.530 1.105 -3.401  0.00
C20 -0.680 0.831 -2.047  -0.10
N4 0.253 0.231 -1.314  0.01
C21 1.410 -0.107 -1.935  -0.18
C22 2.378 -0.881 -1.169  -0.15
N5 1.932 -1.389 -0.007  0.00
C23 2.759 -2.124 0.734  -0.07
C24 4.072 -2.372 0.356  0.00
C25 4.529 -1.880 -0.847  0.03
C26 3.661 -1.137 -1.642  -0.08
C27 3.987 -0.717 -2.998  -0.35
N6 5.143 -0.931 -3.566  -0.20
H12 0.837 1.032 -5.065  0.13
H13 -1.349 1.577 -3.923  0.13
H14 -1.590 1.129 -1.556  0.08
H15 2.365 -2.540 1.651  0.10
H16 4.699 -2.979 0.992  0.13
H17 5.527 -2.093 -1.208  0.13
S2 1.803 3.263 -1.629  0.67
C28 2.162 4.894 -1.351  -0.84
N7 3.381 5.389 -1.609  0.01
C29 3.753 6.794 -1.480  -0.16
C30 2.897 7.441 -0.405  -0.16
C31 1.433 7.172 -0.706  -0.16
N8 1.237 5.736 -0.870  0.01
H18 4.029 4.733 -2.011  0.12
H19 3.618 7.309 -2.435  0.13
H20 4.809 6.845 -1.220  0.12
H21 3.083 8.513 -0.374  0.12
H22 3.153 7.024 0.571  0.12
H23 1.129 7.700 -1.614  0.13
H24 0.795 7.513 0.107  0.12
H25 0.326 5.332 -0.731  0.12
C32 -5.317 1.612 -1.192  -0.10
N9 -3.878 1.448 -1.078  -0.25
C33 -3.304 2.641 -0.469  -0.10
C34 -3.471 0.145 -0.504  -0.16
C35 -3.057 0.257 0.947  -0.23
C36 -4.111 0.481 1.833  -0.05
C37 -3.919 0.939 3.125  -0.07
C38 -2.631 1.242 3.521  -0.08
C39 -1.569 0.958 2.673  -0.11
C40 -1.720 0.360 1.410  -0.18
H26 -5.533 2.523 -1.752  0.09
H27 -5.818 1.700 -0.215  0.08
H28 -5.750 0.773 -1.736  0.09
H29 -3.328 3.462 -1.190  0.09
H30 -2.270 2.487 -0.163  0.07
H31 -3.852 2.961 0.431  0.09
H32 -2.677 -0.291 -1.092  0.07
H33 -4.317 -0.534 -0.606  0.13
H34 -5.119 0.317 1.471  0.11
H35 -4.761 1.100 3.785  0.11
H36 -2.434 1.676 4.493  0.11
H37 -0.599 1.215 3.058  0.08
O3 -2.954 -3.168 -0.984  0.10
C41 -1.825 -2.727 -1.086  -0.59
O4 -1.366 -1.802 -0.309  -0.25
C42 -0.991 -3.150 -2.270  -0.07
C43 -1.652 -3.340 -3.480  0.09
C44 -0.916 -3.647 -4.607  -0.10
C45 0.455 -3.810 -4.585  0.09
C46 1.067 -3.669 -3.357  -0.11
C47 0.380 -3.338 -2.201  0.06
N10 2.521 -3.876 -3.276  -0.33
O5 3.169 -3.747 -4.294  0.09
O6 2.987 -4.124 -2.180  0.09
N11 -1.618 -3.805 -5.900  -0.35
O7 -0.957 -4.177 -6.846  0.09
O8 -2.801 -3.546 -5.924  0.10
H38 -2.725 -3.233 -3.531  0.14
H39 1.011 -4.053 -5.478  0.14
H40 0.900 -3.274 -1.257  0.10

Atoms 1-6, force components in eV/Å:
-0.4 0.0 -0.5
0.0 0.0 0.1
0.0 -0.2 0.0
0.0 0.0 0.0
0.1 0.3 0.2
0.0 0.0 -0.1

---

C47H40N4O10PS2SeTc as an isolated structure at a distorted geometry. Source: OMol25; level of theory: the ωB97M-V functional and the def2-TZVPD basis.

Calculated values
Total charge: +1
HOMO level (spin up / spin down) in eV: -10.90 / -10.83
Expectation value of S²: 0.79
Largest force on an atom in eV/Å: 2.43
Electronic energy in Eh: -6405.95026
HOMO-LUMO gap (spin up / spin down) in eV: 5.52 / 5.53
Multiplicity: 2

Last column: Löwdin charge in e.
Element x y z (Å)
Tc1 -0.428 -0.108 0.428  1.22
O1 -2.216 -3.068 2.797  0.11
C1 -1.310 -2.446 2.289  -0.59
O2 -1.419 -1.212 1.914  -0.24
C2 0.076 -3.061 2.181  -0.08
C3 0.443 -4.085 3.029  0.09
C4 1.749 -4.577 3.024  -0.13
C5 2.727 -4.015 2.209  0.10
C6 2.376 -2.987 1.367  -0.07
C7 1.027 -2.527 1.265  -0.30
O3 0.735 -1.691 0.358  -0.26
N1 3.363 -2.261 0.611  -0.33
O4 3.189 -1.059 0.512  0.07
O5 4.308 -2.864 0.168  0.13
N2 2.129 -5.631 3.935  -0.37
O6 1.268 -6.093 4.647  0.10
O7 3.294 -5.963 3.934  0.09
H1 -0.289 -4.489 3.715  0.14
H2 3.749 -4.359 2.279  0.14
O8 -1.491 -2.057 -1.299  -0.04
N3 -1.732 -0.744 -0.960  -0.21
C8 -2.839 -0.299 -1.466  -0.03
C9 -3.484 0.980 -1.309  -0.18
C10 -4.609 1.212 -2.125  -0.01
C11 -5.341 2.378 -2.046  -0.04
C12 -4.988 3.356 -1.125  -0.03
C13 -3.881 3.155 -0.321  -0.07
C14 -3.117 1.995 -0.404  -0.29
P1 -1.711 1.865 0.746  1.01
C15 -0.767 3.392 0.430  -0.36
C16 0.102 3.906 1.390  -0.10
C17 0.923 4.980 1.088  -0.06
C18 0.924 5.513 -0.190  -0.06
C19 0.103 4.973 -1.168  -0.06
C20 -0.740 3.920 -0.862  -0.11
C21 -2.573 1.995 2.340  -0.34
C22 -2.503 3.056 3.237  -0.09
C23 -3.196 2.989 4.436  -0.07
C24 -3.971 1.879 4.737  -0.06
C25 -4.081 0.841 3.823  -0.05
C26 -3.382 0.897 2.633  -0.09
H3 -0.507 -2.216 -1.346  0.05
H4 -3.368 -1.010 -2.096  0.15
H5 -4.907 0.454 -2.835  0.12
H6 -6.183 2.533 -2.703  0.12
H7 -5.567 4.261 -1.036  0.12
H8 -3.596 3.905 0.403  0.12
H9 0.148 3.458 2.373  0.09
H10 1.574 5.394 1.846  0.12
H11 1.571 6.344 -0.422  0.12
H12 0.119 5.378 -2.170  0.12
H13 -1.377 3.501 -1.629  0.11
H14 -1.924 3.937 3.003  0.10
H15 -3.142 3.819 5.126  0.11
H16 -4.498 1.829 5.678  0.11
H17 -4.717 -0.006 4.035  0.12
H18 -3.445 0.079 1.930  0.10
Se1 0.909 0.861 -1.395  0.95
C27 2.224 2.156 -0.881  -0.54
C28 2.661 2.230 0.432  -0.10
C29 3.629 3.174 0.740  -0.14
N4 4.141 3.990 -0.155  0.08
C30 3.740 3.911 -1.406  -0.14
C31 2.781 3.006 -1.831  -0.10
H19 2.268 1.561 1.179  0.07
H20 4.006 3.277 1.746  0.11
H21 4.208 4.596 -2.098  0.11
H22 2.477 2.960 -2.864  0.11
O9 0.735 0.452 2.132  -0.65
S1 0.592 -0.405 3.379  1.08
C32 0.236 0.852 4.662  -0.27
C33 1.288 0.648 5.734  -0.22
C34 2.599 0.460 4.978  -0.22
C35 2.333 -0.612 3.936  -0.25
H23 -0.788 0.721 5.003  0.10
H24 0.340 1.811 4.157  0.09
H25 1.065 -0.246 6.320  0.12
H26 1.333 1.500 6.412  0.12
H27 3.408 0.161 5.642  0.12
H28 2.883 1.398 4.499  0.12
H29 2.390 -1.611 4.366  0.10
H30 2.968 -0.547 3.055  0.09
O10 1.123 -2.219 -2.185  -0.54
S2 0.630 -1.543 -3.408  0.91
C36 1.810 -1.807 -4.751  -0.36
C37 1.701 -0.943 -5.828  -0.09
C38 2.580 -1.072 -6.888  -0.07
C39 3.556 -2.055 -6.854  -0.07
C40 3.650 -2.914 -5.772  -0.06
C41 2.775 -2.793 -4.705  -0.05
C42 -0.634 -2.691 -4.013  -0.37
C43 -0.632 -3.990 -3.540  -0.07
C44 -1.641 -4.851 -3.930  -0.05
C45 -2.643 -4.401 -4.774  -0.07
C46 -2.638 -3.094 -5.236  -0.07
C47 -1.631 -2.226 -4.848  -0.09
H31 0.938 -0.178 -5.828  0.11
H32 2.512 -0.407 -7.734  0.11
H33 4.248 -2.150 -7.677  0.11
H34 4.410 -3.677 -5.760  0.11
H35 2.842 -3.442 -3.846  0.12
H36 0.145 -4.305 -2.860  0.12
H37 -1.644 -5.869 -3.572  0.11
H38 -3.437 -5.072 -5.068  0.11
H39 -3.424 -2.749 -5.890  0.11
H40 -1.620 -1.200 -5.181  0.11

Atoms 1-6, force components in eV/Å:
1.9 0.3 0.4
0.0 0.1 0.0
0.2 -1.6 0.3
0.2 1.7 -1.7
0.0 0.3 -0.6
0.2 -0.3 0.1

---

C47H41BN14OPbS3 as an isolated structure. Source: OMol25; level of theory: the ωB97M-V functional and the def2-TZVPD basis.

Calculated values
Total charge: +3
HOMO level (spin up / spin down) in eV: -15.24 / -15.24
Expectation value of S²: 0.76
Energy relative to the best compared isomer or geometry (same formula, charge and spin) in kcal per mole: 0.0
Largest force on an atom in eV/Å: 0.82
Electronic energy in Eh: -4068.86816
HOMO-LUMO gap (spin up / spin down) in eV: 5.29 / 4.63
Multiplicity: 2

Last column: Löwdin charge in e.
Element x y z (Å)
Pb1 -0.128 0.102 -0.300  1.57
C1 3.424 -0.431 -1.114  -0.01
C2 2.934 0.981 -1.129  -0.31
C3 3.642 2.140 -1.424  0.03
C4 2.747 3.182 -1.268  -0.02
N1 1.559 2.689 -0.892  0.04
N2 1.671 1.324 -0.826  -0.06
B1 0.175 3.402 -0.741  -0.66
N3 -0.496 3.035 0.635  0.05
C5 -0.872 3.891 1.596  0.00
C6 -1.490 3.185 2.617  0.03
C7 -1.476 1.852 2.219  -0.32
C8 -2.059 0.653 2.897  -0.01
N4 -0.854 1.785 1.033  -0.07
N5 -0.722 2.846 -1.889  0.04
C9 -1.114 3.400 -3.045  -0.01
C10 -1.771 2.448 -3.805  0.03
C11 -1.724 1.278 -3.052  -0.32
C12 -2.250 -0.082 -3.384  -0.02
N6 -1.085 1.534 -1.902  -0.04
N7 0.293 4.893 -0.769  -0.03
C13 -0.668 5.823 -1.047  -0.08
C14 -0.214 7.026 -0.596  0.00
C15 1.050 6.759 -0.014  -0.33
C16 1.988 7.729 0.642  -0.01
N8 1.345 5.475 -0.102  0.12
H1 4.496 -0.447 -0.926  0.10
H2 3.253 -0.918 -2.077  0.09
H3 2.930 -1.009 -0.330  0.05
H4 4.683 2.212 -1.707  0.13
H5 2.890 4.245 -1.382  0.13
H6 -0.690 4.954 1.504  0.14
H7 -1.919 3.588 3.524  0.13
H8 -2.153 0.839 3.966  0.11
H9 -1.440 -0.235 2.755  0.04
H10 -3.060 0.432 2.512  0.08
H11 -0.897 4.433 -3.274  0.14
H12 -2.221 2.588 -4.777  0.13
H13 -3.235 -0.004 -3.844  0.10
H14 -2.338 -0.693 -2.478  0.04
H15 -1.595 -0.588 -4.098  0.08
H16 -1.609 5.562 -1.509  0.12
H17 -0.702 7.987 -0.678  0.12
H18 1.713 8.754 0.403  0.08
H19 3.014 7.554 0.325  0.08
H20 1.960 7.621 1.728  0.08
C17 2.231 2.548 3.632  -0.06
C18 2.260 2.125 2.302  -0.07
N9 1.903 0.890 1.973  0.12
C19 1.511 0.077 2.950  -0.23
C20 1.385 0.532 4.258  -0.06
N10 1.753 1.764 4.596  0.12
C21 1.269 -1.332 2.558  -0.19
C22 1.479 -2.357 3.472  0.08
C23 1.337 -3.680 3.078  -0.12
C24 1.038 -3.925 1.737  0.05
C25 0.862 -2.868 0.868  -0.22
N11 0.941 -1.595 1.283  0.07
C26 0.655 -3.102 -0.592  -0.20
C27 0.599 -4.377 -1.159  -0.04
N12 0.510 -4.568 -2.471  0.14
C28 0.480 -3.497 -3.260  -0.06
C29 0.458 -2.223 -2.717  -0.08
N13 0.549 -2.052 -1.398  0.01
C30 1.522 -4.792 4.034  -0.19
C31 0.642 -5.868 4.036  -0.02
C32 0.834 -6.880 4.968  -0.11
N14 1.831 -6.873 5.853  0.09
C33 2.679 -5.843 5.837  -0.09
C34 2.561 -4.775 4.953  0.00
H21 2.590 3.529 3.922  0.13
H22 2.567 2.795 1.502  0.11
H23 0.951 -0.080 5.045  0.13
H24 1.782 -2.124 4.484  0.13
H25 0.993 -4.949 1.392  0.12
H26 0.618 -5.273 -0.553  0.12
H27 0.467 -3.659 -4.332  0.13
H28 0.366 -1.336 -3.336  0.12
H29 -0.194 -5.909 3.343  0.11
H30 0.159 -7.731 5.009  0.12
H31 3.486 -5.872 6.562  0.12
H32 3.289 -3.969 4.968  0.12
O1 -2.149 -2.432 -0.235  -0.06
C35 -3.472 -2.218 0.219  -0.35
C36 -4.272 -1.170 -0.476  -0.49
C37 -4.125 0.175 -0.282  -0.11
C38 -5.061 0.945 -1.025  -0.14
C39 -5.918 0.163 -1.737  -0.35
S1 -5.593 -1.499 -1.524  1.11
C40 -3.665 -2.362 1.662  -0.48
C41 -4.780 -2.040 2.384  -0.06
C42 -4.624 -2.296 3.772  -0.12
C43 -3.396 -2.801 4.073  -0.34
S2 -2.410 -2.967 2.689  1.04
C44 -2.993 -3.486 -0.656  -0.54
C45 -3.341 -3.696 -2.044  -0.01
C46 -3.671 -4.984 -2.324  -0.07
C47 -3.506 -5.821 -1.202  -0.26
S3 -2.953 -5.068 0.178  1.19
H33 -3.374 0.608 0.376  0.10
H34 -5.107 2.027 -1.013  0.12
H35 -6.739 0.467 -2.373  0.09
H36 -5.684 -1.640 1.940  0.14
H37 -5.394 -2.115 4.511  0.13
H38 -3.013 -3.081 5.047  0.09
H39 -3.347 -2.884 -2.761  0.12
H40 -4.011 -5.343 -3.287  0.14
H41 -3.735 -6.883 -1.171  0.11

Atoms 1-6, force components in eV/Å:
0.7 0.4 0.3
-0.2 0.0 0.0
-0.1 0.0 0.0
0.2 0.1 0.0
0.1 0.1 -0.1
0.0 -0.2 -0.1

---

C47H41CrF2N3P2S as an isolated structure at a distorted geometry. Source: OMol25; level of theory: the ωB97M-V functional and the def2-TZVPD basis.

Calculated values
Total charge: 0
HOMO level (spin up / spin down) in eV: -6.20 / -7.09
Expectation value of S²: 6.06
Energy relative to the best compared isomer or geometry (same formula, charge and spin) in kcal per mole: 0.0
Largest force on an atom in eV/Å: 3.64
Electronic energy in Eh: -4304.90969
HOMO-LUMO gap (spin up / spin down) in eV: 6.20 / 7.03
Multiplicity: 5

Last column: Löwdin charge in e.
Element x y z (Å)
Cr1 11.611 10.377 9.051  0.39
C1 16.204 7.931 16.209  -0.43
S1 17.145 7.438 14.759  0.78
C2 15.818 7.194 13.564  -0.53
C3 15.234 8.454 12.929  -0.26
C4 14.284 8.082 11.813  -0.24
N1 13.756 9.306 11.099  -0.42
P1 12.257 10.107 11.418  0.95
C5 12.613 11.818 11.937  -0.37
C6 13.859 12.436 11.760  -0.09
C7 14.044 13.770 12.136  -0.07
C8 12.960 14.525 12.621  -0.08
C9 11.719 13.906 12.826  -0.08
C10 11.552 12.564 12.508  -0.11
C11 11.622 9.464 12.961  -0.36
C12 10.557 8.564 13.041  -0.06
C13 10.161 8.033 14.295  -0.07
C14 10.764 8.462 15.479  -0.06
C15 11.756 9.468 15.393  -0.06
C16 12.192 9.958 14.160  -0.10
P2 14.175 9.655 9.400  1.01
C17 15.951 10.039 9.606  -0.35
C18 16.424 11.358 9.519  -0.11
C19 17.770 11.648 9.734  -0.08
C20 18.711 10.651 10.089  -0.05
C21 18.244 9.322 10.095  -0.07
C22 16.903 9.015 9.833  -0.10
C23 14.333 8.125 8.399  -0.36
C24 13.456 7.062 8.618  -0.11
C25 13.522 5.921 7.794  -0.07
C26 14.467 5.828 6.769  -0.06
C27 15.315 6.948 6.528  -0.07
C28 15.254 8.081 7.318  -0.09
H1 16.899 7.889 17.071  0.04
H2 15.383 7.210 16.381  0.04
H3 15.815 8.940 16.049  0.02
H4 14.997 6.625 14.046  0.09
H5 16.241 6.525 12.795  0.08
H6 16.055 9.101 12.591  0.10
H7 14.694 9.064 13.703  0.10
H8 13.427 7.472 12.150  0.12
H9 14.805 7.496 11.024  0.10
H10 14.676 11.868 11.327  0.07
H11 15.021 14.208 11.976  0.10
H12 13.086 15.575 12.907  0.10
H13 10.891 14.471 13.241  0.11
H14 10.584 12.080 12.680  0.12
H15 10.033 8.236 12.165  0.09
H16 9.402 7.270 14.274  0.10
H17 10.481 8.052 16.437  0.10
H18 12.260 9.877 16.274  0.11
H19 12.988 10.688 14.080  0.10
H20 15.772 12.193 9.286  0.10
H21 18.060 12.689 9.627  0.10
H22 19.730 10.932 10.335  0.10
H23 18.885 8.482 10.287  0.10
H24 16.605 7.961 9.821  0.11
H25 12.771 7.040 9.454  0.09
H26 12.779 5.150 7.976  0.11
H27 14.598 4.924 6.195  0.10
H28 16.039 6.879 5.735  0.10
H29 15.905 8.911 7.146  0.10
F1 8.728 5.701 8.496  0.04
C29 8.784 7.027 8.799  -0.23
C30 10.039 7.680 8.727  -0.05
C31 10.081 9.044 8.942  -0.18
C32 8.872 9.741 9.256  -0.13
C33 7.704 8.996 9.454  -0.22
F2 6.606 9.677 9.887  0.05
C34 7.580 7.661 9.162  0.06
C35 8.920 11.232 9.243  -0.16
C36 7.854 12.116 9.117  0.01
C37 8.078 13.518 9.171  -0.03
C38 9.380 14.000 9.323  -0.05
C39 10.409 13.060 9.392  -0.12
N2 10.226 11.735 9.268  -0.03
H30 10.911 7.129 8.398  0.08
H31 6.636 7.161 9.201  0.12
H32 6.858 11.730 8.958  0.11
H33 7.217 14.163 9.141  0.11
H34 9.618 15.049 9.433  0.11
H35 11.450 13.382 9.473  0.12
C40 12.080 10.247 7.017  -0.24
C41 11.313 11.254 6.335  -0.33
C42 9.990 11.057 5.903  -0.04
C43 9.172 12.112 5.559  -0.02
C44 9.647 13.432 5.727  -0.26
C45 11.023 13.607 5.908  -0.05
C46 11.850 12.539 6.171  -0.06
C47 8.801 14.575 5.715  -0.21
N3 8.179 15.566 5.803  0.13
H36 13.160 10.401 6.846  0.04
H37 11.783 9.215 6.728  0.07
H38 9.623 10.041 5.849  0.12
H39 8.173 11.922 5.223  0.11
H40 11.428 14.604 5.863  0.11
H41 12.921 12.691 6.326  0.12

Atoms 1-6, force components in eV/Å:
2.7 -1.6 -0.2
-0.1 -0.2 0.2
0.2 -0.2 -0.1
-0.5 -0.4 0.0
0.0 0.4 1.0
-0.3 0.9 -1.1